{"formula": "C15H40BN2NaO", "method": "ωB97M-V/def2-TZVPD", "fmax_ev_per_a": 14.00, "e_tot_ha": -966.57465, "e_homo_ev": -8.11, "relative_energy_kcal_mol": 521.1, "total_charge": 0, "lumo_energy_ev": 0.3, "species": ["Na", "B", "H", "H", "H", "H", "C", "C", "N", "C", "C", "C", "C", "H", "H", "H", "H", "H", "H", "H", "H", "H", "H", "H", "H", "H", "H", "H", "C", "C", "N", "C", "C", "C", "C", "H", "H", "H", "H", "H", "H", "H", "H", "H", "H", "H", "H", "H", "H", "H", "C", "C", "O", "C", "H", "H", "H", "H", "H", "H"], "coordinates": [[-1.0962, 21.6703, -3.3430], [-2.6798, 21.2720, -2.4085], [-2.7243, 21.3656, -3.4826], [-2.3902, 20.2568, -2.1855], [-1.9312, 21.9279, -1.9918], [-3.6239, 21.4890, -1.9334], [-2.7148, 23.9814, -2.4557], [-1.1643, 24.1109, -2.5960], [-0.6110, 23.2543, -3.7052], [-1.2511, 23.6671, -4.9901], [-1.1216, 25.1415, -5.4201], [0.8534, 23.3924, -3.7762], [1.5590, 22.8602, -2.5435], [-3.3256, 24.6939, -3.0100], [-3.1281, 24.1382, -1.4593], [-3.0229, 22.9520, -2.6391], [-0.8678, 25.1506, -2.7350], [-0.7434, 23.7555, -1.6555], [-0.7046, 23.0850, -5.7322], [-2.3281, 23.5151, -5.0613], [-1.1730, 25.2041, -6.5071], [-1.9406, 25.6974, -4.9638], [-0.2033, 25.6102, -5.0662], [1.1424, 24.4197, -3.9980], [1.1665, 22.7817, -4.6230], [1.3756, 21.8119, -2.3077], [1.2744, 23.4213, -1.6534], [2.6276, 23.0029, -2.7039], [-2.3419, 22.0269, -6.3797], [-0.9074, 21.4923, -6.2638], [-0.5776, 20.7101, -5.0697], [-1.4908, 19.5307, -5.0140], [-1.5735, 18.9322, -3.6384], [0.7921, 20.1781, -5.0939], [1.7482, 21.2154, -4.5177], [-2.7330, 22.5114, -5.4851], [-3.0952, 21.3328, -6.7522], [-2.3126, 22.8003, -7.1473], [-0.6485, 20.8103, -7.0737], [-0.2111, 22.3310, -6.2690], [-2.4871, 19.8412, -5.3286], [-1.2051, 18.8107, -5.7809], [-2.3906, 18.2124, -3.5890], [-0.6816, 18.3414, -3.4298], [-1.8170, 19.5913, -2.8051], [1.2242, 19.8914, -6.0527], [0.8458, 19.2977, -4.4535], [2.7727, 20.8576, -4.4158], [1.3629, 21.6661, -3.6031], [1.6995, 22.0065, -5.2659], [-1.1668, 20.6250, -0.6587], [-0.1438, 20.3833, -1.7410], [0.0928, 21.3253, -2.4639], [0.6703, 19.1219, -1.8002], [-0.8075, 20.3650, 0.3370], [-2.0734, 20.0638, -0.8851], [-1.4656, 21.6707, -0.7312], [1.3642, 19.0942, -0.9601], [1.3753, 18.9762, -2.6188], [0.0791, 18.2108, -1.7082]], "mulliken_charge": [-0.645, 0.345, 0.231, -0.004, 0.328, -0.150, -1.157, -0.659, 1.069, 0.638, -1.835, -1.445, -1.288, 0.249, 0.457, 0.332, 0.539, 0.364, -0.845, -0.084, 0.435, 0.341, 0.286, 0.493, -0.020, 0.566, 0.506, 0.533, -1.400, -1.094, 0.980, -0.794, -2.804, -1.168, -0.892, 0.248, 0.444, 0.478, 0.595, 0.902, 0.453, 0.361, 0.505, 0.444, 1.279, 0.524, 0.428, 0.383, -0.080, 0.647, -1.477, 1.009, 0.032, -1.895, 0.494, 0.525, 0.022, 0.374, 0.448, 0.445]}